[1]
The following is a DFT calculation (wB97M-V/def2-TZVPD) of C26H29F6N2O7S4Zr as an isolated structure in a non-equilibrium geometry.

Computed properties:
Energy above the lowest of the compared OMol25 structures with the same formula, charge and spin (kcal/mol): 22.34
Maximum force (Eh/bohr): 0.03936
Net charge: +3
LUMO level (eV): -8.89

Element x y z (Å)
C (2.6827, -1.4482, -1.6645)
C (4.2743, -3.5350, -2.4323)
S (1.6938, -0.0732, -1.2590)
H (-2.9743, -2.8369, 1.6945)
H (-1.6089, 0.4586, -4.7759)
O (-1.7265, 1.0088, 2.6756)
O (2.7596, 1.0868, 3.2017)
O (-0.9437, 1.4479, 0.0682)
F (-0.7589, 2.7673, 5.6835)
H (4.5898, -3.8828, -0.3321)
C (-2.6157, -1.0324, -0.9425)
H (3.1593, -1.9907, 0.3773)
O (0.9492, -0.5086, 0.0561)
H (-2.5134, 2.4392, -5.9371)
N (0.4816, 2.0681, 3.1569)
F (-2.3856, 3.8431, 4.7464)
H (1.0163, 2.4616, -1.9318)
C (2.8965, 1.1034, -0.6365)
C (-1.4466, -3.4689, -1.3120)
N (-1.6826, -1.4610, -0.0634)
H (1.4957, 1.9846, 0.7203)
O (-1.7023, -1.5674, 2.6964)
H (3.5140, 1.3426, -1.5076)
C (2.8369, -1.7027, -3.0214)
H (2.8929, 2.9664, 0.4211)
C (-2.2001, -2.9383, 2.4487)
H (-2.4190, 4.6719, -2.2887)
H (-2.6419, -3.6155, -3.0894)
H (4.9077, -4.3586, -2.7349)
H (2.0183, 3.8430, -1.5990)
F (-0.1580, 0.1083, 5.3977)
C (4.0931, -3.2712, -1.0740)
F (-2.5980, 1.7326, 5.1862)
C (1.1452, 0.2983, 5.2528)
C (0.1633, 3.8378, -0.5332)
H (0.4877, -3.9001, 0.4897)
C (-1.1208, -2.6841, -0.2266)
C (3.2951, -2.2155, -0.6733)
O (0.8166, -0.3896, 2.7716)
C (-2.3784, -3.0086, -2.2322)
H (-2.6697, -3.2861, 3.3645)
C (-1.7697, 1.3793, -4.2290)
H (-0.1510, 4.6979, -1.1312)
S (1.4006, 0.8305, 3.4843)
H (-0.4048, -4.0546, 2.8413)
H (3.5016, 0.5789, 0.1038)
C (3.6564, -2.7574, -3.4008)
H (-1.6546, -1.4059, 3.6487)
H (-3.0808, -0.0782, -0.7351)
H (-0.9870, -4.4424, -1.4228)
O (-1.3783, 3.4521, 2.3080)
C (-1.6766, 2.6364, -2.2084)
C (-2.9868, -1.7758, -2.0342)
H (-2.9258, 4.5364, -4.6938)
H (-1.0790, 0.5750, -2.3606)
H (3.8066, -2.9707, -4.4505)
C (-2.2181, 3.7554, -2.8346)
H (2.3423, -1.0923, -3.7687)
H (0.3176, 4.1830, 0.4919)
C (-0.2316, -3.1856, 0.8848)
C (-2.2800, 2.4940, -4.8821)
H (0.3663, -2.3816, 1.3278)
C (1.3685, 3.1086, -1.1235)
S (-1.0801, 2.3186, 3.1082)
C (-1.4648, 1.4411, -2.8763)
F (1.7851, -0.8381, 5.3953)
C (2.1656, 2.3216, -0.0731)
F (1.5855, 1.2452, 6.0347)
H (-1.4961, -4.7770, 1.6692)
C (-1.0672, -3.8300, 2.0039)
C (-2.5071, 3.6772, -4.1875)
Zr (-0.5996, -0.1093, 1.3181)
S (-1.3656, 2.8736, -0.4956)
C (-1.7745, 2.6979, 4.8553)
H (-3.7424, -1.3983, -2.7091)

=====

[2]
The following is a DFT calculation (wB97M-V/def2-TZVPD) of an isolated ion of composition C26H29N2O and charge +1 in a non-equilibrium geometry.

Computed properties:
Energy above the lowest of the compared OMol25 structures with the same formula, charge and spin (kcal/mol): 30.77
Maximum force (Eh/bohr): 0.12971
Net charge: +1
LUMO level (eV): -3.45

Element x y z (Å)
N (1.1086, -1.1634, 2.1634)
H (-4.3034, -3.8723, 1.6281)
H (4.6948, 0.9396, 1.9937)
H (2.8882, -2.0731, 0.3800)
C (-1.1252, -3.2568, 3.7432)
C (1.9235, -4.1471, 0.4478)
C (-1.9859, 0.1969, 2.9275)
C (-4.1653, -0.5204, 3.6879)
C (-4.6721, -0.3009, 2.3959)
C (-3.4096, -3.6727, 2.2390)
C (3.9946, 1.0646, 2.8608)
H (4.5296, 0.5735, 3.7087)
H (-2.1680, -3.1677, 0.5292)
C (0.2765, -2.6428, 1.7193)
C (-2.8257, -0.2385, 3.9547)
H (-0.2266, 0.0195, 4.1920)
H (-2.3136, -3.8512, 5.4706)
C (2.9915, -5.0636, 0.4724)
C (3.1579, -1.1067, 0.8042)
H (4.0759, -6.5257, 1.6597)
H (-2.4219, -0.3639, 4.9603)
N (2.7068, 0.4222, 2.6136)
C (-2.2088, -3.2744, 1.6232)
H (2.9989, -2.9267, 3.0001)
H (2.8178, -1.6574, 4.2365)
C (3.2123, -1.8921, 3.2366)
C (1.1589, -3.9007, 1.5962)
H (3.8165, 2.1499, 3.0739)
C (-3.4590, -3.8990, 3.6192)
H (2.7346, -0.3114, 0.1573)
C (2.5818, -0.9806, 2.2088)
C (3.2097, -5.8417, 1.6300)
H (0.1204, -2.0804, 0.7948)
H (2.3731, -6.4222, 3.5268)
C (1.2460, -4.8215, 2.6281)
H (0.8104, -1.6515, 3.1273)
H (-0.4685, 1.6057, 3.3862)
H (-1.8478, 0.8575, 0.8908)
H (-0.2342, -3.1160, 4.3735)
C (-2.4947, 0.4369, 1.6514)
C (2.3015, -5.7370, 2.6875)
C (-1.0240, -3.0448, 2.3638)
H (4.3026, -1.7912, 3.1958)
H (4.2599, -1.0480, 0.8364)
H (-4.2122, 0.3000, 0.3748)
H (0.0647, 0.3331, 1.1402)
H (1.6978, -3.5645, -0.4518)
C (-2.3177, -3.6753, 4.3761)
C (1.5899, 1.2004, 2.3218)
C (-3.8306, 0.1582, 1.3816)
C (0.4559, 0.1792, 2.1353)
H (-5.7263, -0.5314, 2.1852)
H (3.6127, -5.1817, -0.4302)
H (-4.3787, -4.2297, 4.1039)
C (-0.5367, 0.4959, 3.2350)
H (0.4858, -4.8323, 3.3927)
O (1.5415, 2.4403, 2.2894)
H (-4.8037, -0.9307, 4.4739)

=====

[3]
The following is a DFT calculation (wB97M-V/def2-TZVPD) of a 2-piece molecular cluster, C26H29N2O3 overall in a non-equilibrium geometry.

Computed properties:
Maximum force (Eh/bohr): 0.02342
Net charge: +1
LUMO level (eV): -4.94

Element x y z (Å)
H (-4.6415, 5.6336, 0.5543)
C (2.3535, -0.1263, 3.8210)
C (-4.2954, 4.8871, -0.1577)
N (1.4366, 0.2778, 1.6362)
H (-1.3075, 1.9239, -2.8923)
C (-1.2683, 2.8512, -0.9875)
C (2.6811, -0.9346, -3.8698)
H (-2.3183, 4.7074, 0.6472)
H (-5.4886, 3.1155, -2.8682)
H (-7.0332, 4.6962, -3.1497)
H (2.7978, 0.2824, 4.7255)
C (-4.7932, 3.4677, -2.1024)
C (2.2575, -0.0460, -2.9122)
H (5.1354, -4.4085, 5.5455)
C (1.9961, 0.7242, 2.7651)
O (2.2357, -2.2680, -5.7819)
H (0.5651, -2.8475, 5.4531)
H (1.1338, 1.5574, -1.0416)
H (-8.3041, 5.0072, -1.9169)
H (0.7340, -1.3516, 0.5688)
H (1.8691, -3.4286, -7.3826)
H (2.9410, 0.2986, -2.1349)
H (-7.5391, 3.3847, -2.0368)
C (1.2940, -2.7266, -6.7824)
C (0.0384, 0.0067, -3.9232)
H (-0.9963, 0.3456, -3.9580)
C (1.7759, -1.3744, -4.8732)
O (-6.4537, 4.9578, -1.1363)
C (3.8347, -2.9745, 4.5681)
C (0.4823, 1.3640, -1.8942)
H (4.5430, -2.1481, 4.4446)
H (-0.2570, -1.2259, -5.6552)
H (1.3132, -5.0306, 6.5776)
H (1.2506, -3.0115, 2.3557)
H (4.4018, -3.1399, 6.6343)
C (1.1846, -1.0259, 1.5109)
H (-3.2327, 2.2049, -2.7773)
C (1.4745, -3.3877, 5.1648)
H (1.2382, -4.0962, 4.3492)
C (-3.0242, 4.3706, -0.1129)
H (3.8687, -3.6259, 3.6720)
H (-0.6421, 3.1060, -0.1327)
H (0.4333, -3.2305, -6.3193)
C (-2.5849, 3.3886, -1.0506)
C (-7.3835, 4.4689, -2.1327)
C (2.0917, -1.5109, 3.7025)
C (-0.7358, 2.0281, -1.9705)
C (1.9831, -4.1838, 6.3628)
H (3.6956, -1.3274, -3.8845)
O (3.2369, -4.8034, 6.0579)
C (1.4760, -1.9600, 2.5200)
C (-5.2037, 4.4355, -1.1530)
C (0.9211, 0.4547, -2.8986)
H (2.1764, 1.7999, 2.8353)
H (2.0605, -3.5018, 7.2344)
C (0.4462, -0.8880, -4.8904)
C (-3.5114, 2.9604, -2.0438)
C (4.2344, -3.8186, 5.7736)
N (2.4882, -2.4110, 4.7459)
H (0.9346, -1.8932, -7.4031)

=====

no.,frontier orbital gap (eV)
1,8.4
2,8.2
3,5.6